one) ORCA calculation (ωB97M-V/def2-TZVPD) on one molecule with the formula C3H4ClN3O.

Cartesian coordinates (Å):
O (-1.77531, -0.67001, -0.70469)
C (-0.94481, 0.17096, 0.05464)
N (-1.36491, 1.33357, 0.58504)
N (-0.24851, 1.95076, 1.22964)
N (0.92377, 1.38397, 0.76838)
C (0.49540, 0.23536, 0.06544)
C (1.47660, -0.77945, -0.29735)
Cl (0.92564, -1.29704, -1.88955)
H (-1.03319, -1.53639, -0.90160)
H (-2.30995, 1.44273, 1.07208)
H (2.46449, -0.54961, -0.30985)
H (1.39077, -1.68484, 0.32781)

## Properties
Charge   0
SMILES   Oc1[nH]nnc1CCl

***

two) ORCA calculation (ωB97M-V/def2-TZVPD) on one molecule with the formula C3H4ClN3O.

Cartesian coordinates (Å):
C (1.79915, 0.04765, 0.24676)
N (0.66108, -0.63596, -0.38928)
C (-0.63722, -0.30552, -0.20213)
N (-1.59930, -1.30010, -0.14822)
N (-2.71434, -0.82322, 0.06595)
O (-2.62811, 0.56583, 0.13134)
C (-1.28108, 0.86234, -0.11045)
Cl (-0.80326, 2.49637, -0.14839)
H (1.92455, -0.10843, 1.33093)
H (2.66446, -0.26052, -0.28606)
H (1.76621, 1.11895, 0.11819)
H (0.84784, -1.65739, -0.60865)

## Properties
Charge   0
SMILES   CNc1nnoc1Cl

***

List of relative energies, unit kJ/mol: one) 44.6; two) 0.0

***

one) ORCA calculation (ωB97M-V/def2-TZVPD) on O20Pb2S5Zn2 as an isolated structure.

Cartesian coordinates (Å):
Pb (-3.68037, -0.63971, -0.92046)
Pb (-2.78103, 0.08189, 3.41496)
Zn (1.11177, -2.26136, 2.80574)
Zn (1.81323, 0.46399, -0.99287)
S (1.32830, -1.18167, -2.94747)
O (1.99471, -2.02501, -3.83699)
O (1.24306, -1.49357, -1.53383)
O (2.05188, 0.07864, -2.84808)
O (0.08748, -1.01294, -3.58192)
S (-0.40355, -0.05798, 0.88662)
O (0.39899, -1.22663, 1.22049)
O (-0.83780, 0.30386, 2.18094)
O (0.38783, 0.82254, 0.09659)
O (-1.64051, -0.41672, 0.20780)
S (-2.15368, 1.85153, -2.59623)
O (-2.16122, 2.58450, -3.81684)
O (-2.12457, 0.37604, -2.71512)
O (-1.07709, 2.44736, -1.87690)
O (-3.47600, 2.17522, -2.11049)
S (3.31215, -4.11533, 1.03365)
O (3.43783, -3.57341, -0.27721)
O (2.17379, -3.48265, 1.75083)
O (3.06810, -5.49286, 1.02399)
O (4.54716, -3.83645, 1.83219)
S (-1.30058, 3.88202, 2.78850)
O (-2.40453, 4.45715, 2.01114)
O (-1.90726, 2.67665, 3.28041)
O (-0.15342, 3.79477, 1.87939)
O (-0.85468, 4.82014, 3.64115)

## Properties
Charge   -2

***

two) ORCA calculation (ωB97M-V/def2-TZVPD) on O20Pb2S5Zn2 as an isolated structure.

Cartesian coordinates (Å):
Pb (-3.28613, -0.52715, -1.26640)
Pb (0.94968, 4.49575, -0.13222)
Zn (0.30189, -1.12892, 2.65315)
Zn (0.20692, -0.78912, -1.67420)
S (-0.51475, -2.53988, 0.46269)
O (-0.40826, -2.84709, 2.02476)
O (-1.95122, -2.34878, 0.07034)
O (0.20940, -1.20271, 0.18424)
O (0.04036, -3.53769, -0.50804)
S (-0.97671, 1.77839, -0.49870)
O (-0.18625, 1.40572, 0.70350)
O (-0.91063, 3.21715, -0.83489)
O (-0.47075, 1.04125, -1.72331)
O (-2.31075, 1.29882, -0.26129)
S (-2.24136, -1.52491, -3.91809)
O (-2.23633, -2.95119, -4.38238)
O (-1.45028, -1.56921, -2.48979)
O (-1.39525, -0.73187, -4.88488)
O (-3.57153, -0.85265, -3.56291)
S (1.02977, -0.22947, 4.90206)
O (-0.27541, -0.18812, 4.18796)
O (1.74329, -1.22410, 3.93264)
O (1.67530, 1.13637, 4.65490)
O (0.87306, -0.57211, 6.27795)
S (3.48243, 1.23260, -2.34699)
O (4.79450, 0.73858, -2.53731)
O (0.82724, 3.86568, 1.85370)
O (3.17213, 3.94864, 0.33303)
O (2.87965, 0.60603, -1.21952)

## Properties
Charge   -2

***

List of relative energies, unit kJ/mol: one) 786.7; two) 0.0

***

one) ORCA calculation (ωB97M-V/def2-TZVPD) on one molecule with the formula C3H6N4O2.

Cartesian coordinates (Å):
C (2.69310, 0.26597, -0.03819)
O (1.75175, -0.82719, 0.01871)
C (0.51660, -0.49218, -0.08638)
N (-0.42667, -1.38053, -0.14574)
N (-1.54368, -0.60844, -0.15057)
N (-2.82003, -1.17489, -0.09694)
C (-1.29715, 0.72407, -0.10626)
O (-2.13462, 1.62909, 0.01857)
N (0.06345, 0.81934, -0.19460)
H (2.66471, 0.81038, 0.88469)
H (2.51113, 0.86479, -0.89680)
H (3.62681, -0.29582, -0.09527)
H (-3.37907, -0.34176, -0.02607)
H (-2.79571, -1.63079, 0.81708)
H (0.56937, 1.63796, 0.09779)

## Properties
Charge   0
SMILES   COc1nn(N)c(=O)[nH]1

***

two) ORCA calculation (ωB97M-V/def2-TZVPD) on one molecule with the formula C3H6N4O2.

Cartesian coordinates (Å):
C (-0.19097, -1.30377, -1.36513)
C (1.06417, 0.08503, 0.78007)
C (0.37119, 0.89315, 1.84602)
N (0.41403, -1.98102, -0.01360)
N (0.81878, -1.12191, 0.71557)
N (0.00092, 0.02481, -1.46390)
N (-1.07893, 0.83088, -1.29486)
O (-2.15024, 0.35634, -0.98590)
O (-0.89617, 2.02517, -1.35973)
H (0.48921, -1.96548, -1.96036)
H (-1.22187, -1.67109, -1.37431)
H (1.94832, 0.57166, 0.36787)
H (-0.77063, 0.85277, 1.48018)
H (0.79282, 1.85258, 1.78994)
H (0.40938, 0.55086, 2.83815)

## Properties
Charge   0

***

List of relative energies, unit kJ/mol: one) 0.0; two) 557.3

***

one) ORCA calculation (ωB97M-V/def2-TZVPD) on a 2-piece molecular cluster, C3H5FS overall.

Cartesian coordinates (Å):
C (-3.07964, -0.68063, -0.79664)
C (-3.06949, 0.17221, 0.08051)
H (-3.06934, -1.35407, -1.45595)
H (-2.99352, 1.00408, 0.75940)
F (2.94572, -0.78052, -0.42673)
C (1.88705, -0.37295, 0.28037)
S (1.71385, 1.41762, -0.12711)
H (2.02378, -0.41801, 1.33569)
H (0.79705, -0.71602, -0.10781)
H (2.84454, 1.72829, 0.45825)

## Properties
Charge   0
SMILES   C#C.FCS

***

two) ORCA calculation (ωB97M-V/def2-TZVPD) on one molecule with the formula C3H5FS.

Cartesian coordinates (Å):
F (-2.28454, 0.71224, -1.11882)
C (-1.48949, -0.25892, -0.29113)
C (-0.46010, 0.28837, 0.14595)
C (0.86104, -0.31221, 0.71097)
S (2.20837, -0.47337, -0.61165)
H (-1.80308, -1.27689, -0.39028)
H (-0.69201, 1.43976, -0.19634)
H (1.02146, 0.31785, 1.68368)
H (0.45301, -1.38053, 0.83716)
H (2.18533, 0.94371, -0.76955)

## Properties
Charge   0
SMILES   F/C=C/CS

***

List of relative energies, unit kJ/mol: one) 68.2; two) 0.0